w.
Molecular formula: C5H17N2O
Method: DFT, the ωB97M-V functional and the def2-TZVPD basis

The geometry in ORCA input format:
```
! RIJCOSX wB97M-V def2-TZVPD def2/J DEFGRID3
* xyz 1 1
N -0.738 -1.111 0.583
C 0.718 -1.178 1.004
C 1.466 -2.149 0.107
C 1.212 0.289 0.987
N 0.107 1.245 1.171
C 0.153 2.361 0.198
C -0.550 1.913 -1.078
H -1.297 -1.942 0.784
H -1.056 -0.227 1.030
H -0.697 -1.009 -0.442
H 0.778 -1.496 2.047
H 2.511 -2.266 0.378
H 1.425 -1.772 -0.924
H 0.956 -3.111 0.061
H 1.885 0.393 1.839
H 1.714 0.506 0.041
H 0.178 1.583 2.112
H -0.325 3.253 0.600
H 1.177 2.692 -0.015
H -1.485 1.391 -0.886
H 0.088 1.260 -1.685
H -0.793 2.756 -1.718
H -1.435 -1.103 -3.096
H -2.567 -1.491 -2.135
O -1.769 -0.990 -2.196
*
```

Output
E_LUMO in eV: -2.85
E_HOMO in eV: -13.5
Kohn-Sham gap in eV: 10.667

---

x.
Molecular formula: C5H17N2O
Method: DFT, the ωB97M-V functional and the def2-TZVPD basis

The geometry in ORCA input format:
```
! RIJCOSX wB97M-V def2-TZVPD def2/J DEFGRID3
* xyz 1 1
N 1.391 0.647 -0.676
C 0.597 1.437 0.369
C -0.210 2.585 -0.224
C -0.287 0.311 0.998
N 0.543 -0.837 1.288
C -0.034 -2.185 1.494
C -0.933 -2.716 0.380
H 2.322 0.929 -0.960
H 1.437 -0.340 -0.300
H 0.847 0.635 -1.588
H 1.318 1.802 1.104
H -0.669 3.196 0.572
H -1.055 2.208 -0.801
H 0.454 3.257 -0.826
H -0.855 0.705 1.829
H -0.998 0.079 0.211
H 1.201 -0.669 2.087
H 0.829 -2.843 1.695
H -0.628 -2.156 2.435
H -0.396 -3.364 -0.340
H -1.318 -1.898 -0.226
H -1.843 -3.208 0.744
H -0.309 0.344 -3.698
H -1.096 1.311 -2.736
O -0.306 0.772 -2.832
*
```

Output
E_LUMO in eV: -2.77
E_HOMO in eV: -13.0
Kohn-Sham gap in eV: 10.218

---

What is the most stable structure shown above? It is w.